(1)
Density functional theory data (the ωB97M-V functional and the def2-TZVPD basis) for a structure of composition C54H124F6N13O10P in a non-equilibrium geometry.

Geometry as ORCA input:
```
! wB97M-V def2-TZVPD RIJCOSX def2/J DEFGRID3
* xyz 8 1
P 0.3522 -0.2089 -0.1388
F 1.0033 1.2917 -0.5155
F 0.1945 -0.4476 -1.7193
F 1.8687 -0.7114 -0.0944
F -0.2580 -1.7022 0.1189
F 0.4273 0.0396 1.4878
F -1.1493 0.4129 -0.2353
C -0.8594 1.3829 -2.8542
C -1.2339 1.9149 -1.4015
N -1.5067 3.3144 -1.4435
C -0.5865 4.3133 -1.7087
C -1.2280 5.5173 -1.6024
N -2.5926 5.2879 -1.3218
C -2.7350 3.9317 -1.3418
C -3.6647 6.2201 -1.0569
H -1.6656 1.5778 -3.5615
H -0.8138 0.2956 -2.7916
H 0.0122 1.6489 -3.4521
H -0.4709 1.6048 -0.6874
H -2.0834 1.4417 -0.9091
H 0.4766 4.1523 -1.8101
H -0.9331 6.5538 -1.6731
H -3.6491 3.4544 -1.0210
H -3.2515 7.1594 -0.6894
H -4.3113 5.8010 -0.2859
H -4.2895 6.5056 -1.9031
C -0.6096 -7.2510 -1.7379
C 0.7999 -7.0426 -1.2492
N 1.2622 -5.7003 -1.4846
C 2.4988 -5.3095 -1.8804
C 2.3864 -3.8930 -2.1869
N 1.1429 -3.4712 -1.8400
C 0.5025 -4.5802 -1.2982
C 0.7135 -2.1023 -1.7224
H -1.2010 -6.5072 -1.2041
H -1.0410 -8.2395 -1.5802
H -0.5868 -7.0441 -2.8079
H 1.3550 -7.8311 -1.7574
H 0.8341 -7.0670 -0.1600
H 3.3391 -5.9876 -1.8588
H 3.1887 -3.1869 -2.3425
H -0.4826 -4.5438 -0.8569
H -0.1065 -2.2049 -1.0116
H 0.3542 -1.8205 -2.7121
H 1.5054 -1.4244 -1.4036
C 2.3734 -0.6574 4.6059
C 0.8680 -0.2462 4.2003
N 0.0679 -1.4290 3.8281
C -0.2037 -1.8072 2.5165
C -0.9018 -3.0461 2.6671
N -1.1241 -3.3546 3.9911
C -0.5273 -2.3092 4.6905
C -1.8756 -4.4577 4.6176
H 2.9636 -0.8792 3.7167
H 2.2899 -1.4675 5.3305
H 2.8404 0.2354 5.0218
H 0.8990 0.5518 3.4584
H 0.3185 0.2169 5.0199
H 0.3916 -1.3040 1.7689
H -1.2076 -3.7859 1.9421
H -0.4324 -2.1857 5.7592
H -1.2212 -5.2617 4.9547
H -2.3721 -4.8675 3.7381
H -2.5846 -4.1506 5.3864
C 2.9511 0.8487 -0.5397
C 4.1406 1.6578 -1.0131
N 4.2655 1.5243 -2.5373
C 5.0075 0.5897 -3.2061
C 4.9823 0.8858 -4.5753
N 4.2673 2.0170 -4.6824
C 3.7980 2.3843 -3.4997
C 3.9894 2.6360 -6.0251
H 2.6391 1.0508 0.4849
H 3.2638 -0.1910 -0.4431
H 2.1135 0.9507 -1.2297
H 5.0740 1.3433 -0.5462
H 4.0118 2.6923 -0.6949
H 5.5603 -0.1045 -2.5906
H 5.5526 0.5072 -5.4107
H 3.2714 3.3180 -3.3687
H 3.2767 1.9817 -6.5272
H 4.7740 2.7232 -6.7767
H 3.6412 3.6638 -5.9220
C 1.2540 2.9235 0.2501
O 2.2283 3.8941 0.6752
C 2.0485 4.2048 2.0505
C 2.9411 5.2972 2.6161
N 3.2054 6.5706 1.7241
H 2.2892 6.9872 1.6397
H 3.7530 7.2293 2.2592
C 3.8144 6.5252 0.3160
C 5.2432 5.9824 0.2034
O 5.5137 4.7579 0.8043
C 5.2061 3.7955 -0.1017
H 1.3642 2.8456 -0.8315
H 0.2282 3.1102 0.5680
H 1.5379 2.0484 0.8346
H 2.1533 3.3077 2.6606
H 1.0022 4.4682 2.2047
H 3.9515 4.8968 2.6993
H 2.6149 5.6780 3.5839
H 3.8613 7.5648 -0.0082
H 3.1416 6.0270 -0.3821
H 5.7598 6.6089 0.9305
H 5.7910 6.0943 -0.7322
H 4.2142 3.8888 -0.5439
H 5.3115 2.7830 0.2879
H 5.7975 3.8179 -1.0171
C -4.6961 2.8601 -2.4329
O -3.8530 1.7981 -2.8501
C -4.1045 1.2027 -4.1671
C -2.9599 0.2453 -4.7402
N -2.9985 -1.1477 -4.0351
H -3.9201 -1.4933 -4.2619
H -2.4349 -1.7069 -4.6594
C -2.6881 -1.2270 -2.6155
C -1.3394 -1.9220 -2.2032
O -1.2508 -3.3538 -2.5302
C -1.9101 -4.2591 -1.6513
H -4.6318 2.6495 -1.3654
H -5.6955 2.8155 -2.8658
H -4.2955 3.8656 -2.5619
H -4.0948 2.0481 -4.8551
H -5.0723 0.7236 -4.3146
H -1.9539 0.6181 -4.5476
H -3.1523 0.1904 -5.8117
H -3.4713 -1.9059 -2.2781
H -2.8536 -0.2623 -2.1358
H -0.9302 -1.6966 -1.2183
H -0.5568 -1.4428 -2.7914
H -1.4634 -5.2533 -1.6428
H -2.9193 -4.4331 -2.0245
H -1.9776 -3.8947 -0.6263
C -3.6255 0.6549 -0.2423
O -3.9084 -0.7371 -0.0072
C -4.0070 -1.1599 1.3337
C -3.7939 -2.7003 1.4103
N -4.7571 -3.3661 0.4928
H -5.6807 -3.0143 0.7008
H -4.5475 -3.0730 -0.4508
C -4.6761 -4.9409 0.4077
C -5.4957 -5.3059 -0.8164
O -4.9903 -4.5269 -1.8696
C -5.4907 -4.8977 -3.1420
H -2.5447 0.7953 -0.2240
H -4.1266 1.2902 0.4880
H -3.9564 0.9316 -1.2433
H -4.9426 -0.9639 1.8575
H -3.2142 -0.6513 1.8821
H -3.9537 -3.0938 2.4141
H -2.8051 -2.9185 1.0067
H -4.9733 -5.4245 1.3382
H -3.6471 -5.1364 0.1060
H -6.5533 -5.1420 -0.6101
H -5.3787 -6.3586 -1.0739
H -5.0424 -4.4228 -4.0147
H -6.5676 -4.7301 -3.1263
H -5.2811 -5.9216 -3.4516
C -2.4797 -1.2001 3.5564
O -1.7537 -0.0117 3.3555
C -1.7661 0.4361 2.0359
C -0.8241 1.6654 1.8409
N -1.3607 2.9286 2.5333
H -2.3090 3.0628 2.2125
H -1.4378 2.6407 3.4983
C -0.5135 4.1593 2.5250
C -1.3548 5.2789 3.1498
O -2.0882 4.8033 4.2972
C -3.0931 5.7458 4.7445
H -2.0321 -2.0718 3.0792
H -3.5399 -1.3005 3.3239
H -2.2996 -1.5404 4.5761
H -2.7712 0.6917 1.7004
H -1.3813 -0.3292 1.3619
H -0.6360 1.9086 0.7952
H 0.1729 1.4946 2.2470
H -0.2642 4.5238 1.5285
H 0.3427 3.7423 3.0554
H -2.0507 5.6250 2.3856
H -0.7245 6.1036 3.4823
H -3.5684 5.2588 5.5960
H -3.8129 5.8817 3.9373
H -2.6303 6.7107 4.9519
C 2.9254 0.8453 1.9492
O 3.5788 -0.3617 1.9087
C 4.3199 -0.6371 0.7377
C 5.2465 -1.8466 0.9441
N 4.5965 -3.1419 1.3265
H 5.3885 -3.6918 1.6274
H 3.9688 -3.1085 2.1171
C 3.9995 -3.9616 0.2127
C 3.4740 -5.2726 0.7931
O 2.7582 -5.1307 1.9892
C 1.4986 -4.4795 1.8252
H 3.6171 1.6174 1.6123
H 2.6876 1.2622 2.9279
H 2.0819 0.8006 1.2603
H 4.7886 0.3071 0.4603
H 3.5564 -0.7917 -0.0247
H 5.8976 -1.6728 1.8009
H 5.9458 -2.1436 0.1625
H 4.7871 -4.2797 -0.4704
H 3.2364 -3.3910 -0.3167
H 4.3554 -5.8826 0.9911
H 2.9070 -5.6993 -0.0343
H 0.9255 -4.8509 0.9756
H 1.6127 -3.4124 1.6343
H 0.9297 -4.6146 2.7450
*
```

Properties
* LUMO energy: -0.585 Ha
* F_max: 12.48 eV/Å

***

(2)
Density functional theory data (the ωB97M-V functional and the def2-TZVPD basis) for a cluster of 2 separate species, C5H14 in total in a non-equilibrium geometry.

Geometry as ORCA input:
```
! wB97M-V def2-TZVPD RIJCOSX def2/J DEFGRID3
* xyz 0 1
C -0.4726 0.7074 0.9703
C -1.5902 1.5986 0.4224
C -2.6875 0.6927 -0.1470
H 0.4152 1.3537 1.0720
H -0.5137 0.3370 1.9942
H -0.1819 -0.0989 0.3038
H -1.2241 2.2336 -0.3782
H -2.0180 2.1496 1.2593
H -2.2802 -0.0970 -0.7595
H -3.4302 1.2773 -0.7071
H -3.3921 0.2081 0.5386
C 2.8412 -1.3978 -0.1779
C 1.5646 -1.1593 -1.0196
H 3.1295 -0.4855 0.3367
H 2.6772 -2.1065 0.6338
H 3.5718 -1.8458 -0.8465
H 1.3976 -0.0971 -1.1623
H 1.4716 -1.7847 -1.9038
H 0.7218 -1.4855 -0.4293
*
```

Properties
* LUMO energy: 0.042 Ha
* relative energy (zero: lowest compared OMol25 entry of this formula, charge and spin): 16.6 kcal per mole
* SMILES: CCC.CC
* F_max: 2.30 eV/Å

***

(3)
Density functional theory data (the ωB97M-V functional and the def2-TZVPD basis) for an isolated molecule of C5H11NO2.

Geometry as ORCA input:
```
! wB97M-V def2-TZVPD RIJCOSX def2/J DEFGRID3
* xyz 0 1
C 1.9552 1.0321 -1.8502
C 1.0371 1.2735 -0.6635
C -0.3632 0.7481 -0.8937
O -0.8833 0.7307 -1.9920
N -1.1132 0.3886 0.1992
C -0.7227 -0.0689 1.5110
C -0.8344 -1.5879 1.6762
O 0.4375 -2.2496 1.5251
H 2.7820 1.7344 -1.9265
H 2.3613 0.0233 -1.9094
H 1.3518 1.1867 -2.7275
H 1.4093 0.8445 0.2641
H 0.8659 2.3332 -0.4600
H -2.0237 0.1318 -0.1340
H -1.2421 0.5121 2.2779
H 0.3157 0.1324 1.7100
H -1.5090 -2.0067 0.9462
H -1.1597 -1.8988 2.6596
H 0.9514 -1.8195 0.8232
*
```

Properties
* LUMO energy: 0.028 Ha
* relative energy (zero: lowest compared OMol25 entry of this formula, charge and spin): 20.7 kcal per mole
* SMILES: CCC(=O)NCCO
* F_max: 0.87 eV/Å

***

Number 1: gap between HOMO and LUMO 0.3308 Eh, highest occupied orbital energy -24.92 eV. Number 2: gap between HOMO and LUMO 0.4567 Eh, highest occupied orbital energy -11.27 eV. Number 3: gap between HOMO and LUMO 0.3855 Eh, highest occupied orbital energy -9.72 eV.